ORCA calculation (ωB97M-V/def2-TZVPD) on a 11-piece molecular cluster, C18H58O18 overall in a non-equilibrium geometry.

Calculated values
LUMO level, eV: 0.133
HOMO, hartree: -0.363

Geometry (Å):
O  -2.14  5.97  3.68
C  -2.69  7.26  3.87
C  -1.60  8.20  3.30
O  -0.47  8.21  4.24
H  -1.21  6.00  3.91
H  -3.61  7.34  3.30
H  -2.94  7.36  4.93
H  -2.04  9.20  3.22
H  -1.27  7.95  2.30
H  0.02  8.99  3.97
O  5.08  5.37  7.10
C  5.11  4.14  6.55
C  3.78  3.42  6.61
O  2.81  4.07  5.74
H  4.89  5.27  8.03
H  5.49  4.15  5.53
H  5.81  3.61  7.20
H  3.37  3.32  7.62
H  3.89  2.35  6.42
H  3.07  4.99  5.67
O  5.29  3.26  -7.50
C  4.36  3.29  -6.40
C  4.11  1.81  -5.92
O  5.22  1.34  -5.16
H  5.17  4.01  -8.08
H  4.83  3.92  -5.64
H  3.47  3.75  -6.82
H  4.08  1.20  -6.83
H  3.21  1.78  -5.31
H  5.47  0.48  -5.49
O  -7.08  4.04  0.04
C  -6.72  2.86  -0.71
C  -6.14  1.79  0.22
O  -4.85  2.03  0.64
H  -7.56  3.75  0.82
H  -7.66  2.43  -1.07
H  -6.01  3.00  -1.52
H  -6.10  0.85  -0.33
H  -6.80  1.64  1.07
H  -4.85  2.84  1.16
O  -1.91  2.08  -7.42
C  -1.98  0.71  -7.47
C  -2.56  0.06  -6.22
O  -1.69  0.18  -5.14
H  -1.58  2.30  -6.54
H  -2.38  0.29  -8.39
H  -0.97  0.29  -7.51
H  -2.67  -0.99  -6.50
H  -3.50  0.53  -5.93
H  -1.56  -0.64  -4.66
O  -0.79  -5.70  -2.47
C  -0.89  -7.06  -2.37
C  -0.26  -7.75  -3.55
O  -0.81  -9.09  -3.64
H  -0.80  -5.25  -1.62
H  -0.35  -7.43  -1.50
H  -1.94  -7.32  -2.20
H  0.81  -7.85  -3.37
H  -0.48  -7.17  -4.45
H  -0.53  -9.48  -4.47
O  3.02  -7.30  6.12
C  2.90  -6.27  5.13
C  1.42  -6.10  4.66
O  0.90  -7.38  4.43
H  3.65  -6.92  6.74
H  3.29  -5.33  5.53
H  3.54  -6.44  4.27
H  1.37  -5.52  3.74
H  0.87  -5.56  5.43
H  1.64  -7.94  4.17
C  1.02  -0.16  0.73
O  -0.18  -0.84  0.99
H  1.08  0.18  -0.30
H  1.02  0.62  1.49
H  1.84  -0.82  0.99
H  -0.86  -0.17  1.07
C  4.99  -5.52  -0.99
O  5.90  -6.36  -0.31
H  5.37  -4.52  -0.79
H  4.88  -5.72  -2.05
H  3.99  -5.64  -0.57
H  6.76  -6.23  -0.73
C  -1.03  5.05  -2.36
O  -0.63  5.48  -3.64
H  -0.11  4.84  -1.83
H  -1.57  5.89  -1.93
H  -1.60  4.12  -2.35
H  -0.07  6.25  -3.56
C  -5.25  -4.73  3.46
O  -6.57  -5.01  3.12
H  -4.78  -4.01  2.79
H  -5.19  -4.42  4.51
H  -4.73  -5.69  3.43
H  -6.82  -5.77  3.64

Atomic partial charges in e from the Löwdin method, atoms 1 to 6: atom 1 (O): -0.084, atom 2 (C): -0.225, atom 3 (C): -0.214, atom 4 (O): -0.080, atom 5 (H): 0.073, atom 6 (H): 0.115